Version 1
The following is a DFT calculation (ωB97M-V/def2-TZVPD) of C4H7NO in the gas phase.

Results
- Net charge: 0
- Structure (SMILES): CC/N=C\C=O

Cartesian coordinates (Å):
O (-2.398, -2.000, 1.122)
N (0.224, -0.580, -0.794)
C (1.589, 1.052, 0.176)
C (-0.558, -1.404, -0.235)
C (0.223, 0.843, -0.497)
C (-1.839, -1.133, 0.492)
H (2.047, 2.006, -0.090)
H (2.248, 0.249, -0.168)
H (1.514, 0.971, 1.264)
H (0.171, 1.407, -1.435)
H (-0.318, -2.465, -0.325)
H (-0.601, 1.192, 0.145)
H (-2.301, -0.137, 0.344)

Calculated atomic charges, method Löwdin, unit e: atom 1 (O): 0.0556, atom 2 (N): 0.0264, atom 3 (C): -0.0923, atom 4 (C): -0.1246, atom 5 (C): -0.2786, atom 6 (C): -0.2362, atom 7 (H): 0.0669, atom 8 (H): 0.0712, atom 9 (H): 0.0720, atom 10 (H): 0.1119, atom 11 (H): 0.1165, atom 12 (H): 0.0950, atom 13 (H): 0.1162

=====

Version 2
The following is a DFT calculation (ωB97M-V/def2-TZVPD) of a molecular structure, C4H7NO.

Results
- Net charge: 0

Cartesian coordinates (Å):
O (0.285, -2.507, -0.630)
N (-0.742, -0.599, -0.093)
C (0.661, 1.388, 0.845)
C (-0.224, -1.790, 0.246)
C (-0.191, -0.061, -1.311)
C (-0.413, 0.805, -0.034)
H (-0.326, -2.130, 1.272)
H (-0.977, 0.193, -2.034)
H (0.402, 1.343, 1.912)
H (-1.365, 1.360, 0.044)
H (1.598, 0.861, 0.670)
H (0.483, -1.308, -1.480)
H (0.810, 2.446, 0.593)

Calculated atomic charges, method Löwdin, unit e: atom 1 (O): -0.0093, atom 2 (N): -0.0789, atom 3 (C): -0.0637, atom 4 (C): -0.2936, atom 5 (C): -0.0662, atom 6 (C): -0.2792, atom 7 (H): 0.1387, atom 8 (H): 0.0796, atom 9 (H): 0.0775, atom 10 (H): 0.1367, atom 11 (H): 0.0793, atom 12 (H): 0.1995, atom 13 (H): 0.0797

=====

Version 3
The following is a DFT calculation (ωB97M-V/def2-TZVPD) of C4H7NO in the gas phase.

Results
- Net charge: 0
- Structure (SMILES): C[C@H]1CN1C=O

Cartesian coordinates (Å):
O (2.835, 0.399, -0.012)
N (0.537, 0.732, 0.074)
C (-0.281, -0.478, -0.033)
C (0.239, 0.216, -1.245)
C (-1.692, -0.370, 0.476)
C (1.820, 0.595, 0.609)
H (-1.700, -0.463, 1.568)
H (-0.429, 0.858, -1.815)
H (1.055, -0.242, -1.800)
H (-2.334, -1.152, 0.062)
H (1.826, 0.714, 1.705)
H (-2.109, 0.608, 0.218)
H (0.233, -1.417, 0.193)

Calculated atomic charges, method Löwdin, unit e: atom 1 (O): 0.0561, atom 2 (N): -0.0344, atom 3 (C): -0.3083, atom 4 (C): -0.0795, atom 5 (C): -0.0553, atom 6 (C): -0.3180, atom 7 (H): 0.0781, atom 8 (H): 0.1136, atom 9 (H): 0.1120, atom 10 (H): 0.0768, atom 11 (H): 0.1321, atom 12 (H): 0.0816, atom 13 (H): 0.1453

=====

Version 4
The following is a DFT calculation (ωB97M-V/def2-TZVPD) of C4H7NO in the gas phase.

Results
- Net charge: 0

Cartesian coordinates (Å):
O (-1.486, -0.130, -0.700)
N (-0.076, 1.371, 0.384)
C (-1.183, 1.103, -0.412)
C (-0.800, -1.189, -0.322)
C (1.036, 0.445, 0.151)
C (0.597, -1.035, 0.199)
H (1.805, 0.636, 0.905)
H (0.705, -1.414, 1.225)
H (1.280, -1.644, -0.416)
H (-1.170, -2.099, -0.774)
H (1.471, 0.693, -0.823)
H (-0.315, 1.413, 1.374)
H (-1.863, 1.851, -0.789)

Calculated atomic charges, method Löwdin, unit e: atom 1 (O): -0.0116, atom 2 (N): -0.0327, atom 3 (C): -0.2175, atom 4 (C): -0.1395, atom 5 (C): -0.1991, atom 6 (C): -0.1776, atom 7 (H): 0.1136, atom 8 (H): 0.1026, atom 9 (H): 0.1079, atom 10 (H): 0.1002, atom 11 (H): 0.1173, atom 12 (H): 0.1218, atom 13 (H): 0.1147

=====

In order of decreasing stability: version 3, version 1, version 4, version 2.

=====

Version 1
The following is a DFT calculation (ωB97M-V/def2-TZVPD) of 2 unconnected molecules or ions with the total composition C4H7NO.

Results
- Net charge: 0

Cartesian coordinates (Å):
O (1.059, -0.407, -2.942)
N (0.276, -0.058, 0.467)
C (0.627, -0.688, -0.642)
C (-0.083, 0.047, 1.700)
C (0.766, 0.068, -1.860)
C (0.019, 1.307, 0.956)
H (-2.077, -1.341, 0.582)
H (-0.872, 1.784, 0.540)
H (0.898, 1.954, 1.045)
H (-1.998, -1.564, -0.123)
H (0.026, -0.506, 2.617)
H (0.776, -1.759, -0.595)
H (0.582, 1.163, -1.744)

Calculated atomic charges, method Löwdin, unit e: atom 1 (O): -0.0037, atom 2 (N): -0.1307, atom 3 (C): -0.0837, atom 4 (C): -0.0456, atom 5 (C): -0.3091, atom 6 (C): -0.0588, atom 7 (H): 0.0308, atom 8 (H): 0.1040, atom 9 (H): 0.1074, atom 10 (H): 0.0428, atom 11 (H): 0.1104, atom 12 (H): 0.1190, atom 13 (H): 0.1173

=====

Version 2
The following is a DFT calculation (ωB97M-V/def2-TZVPD) of C4H7NO in the gas phase.

Results
- Net charge: 0
- Structure (SMILES): NCCC=C=O

Cartesian coordinates (Å):
O (2.343, -0.988, -1.047)
N (0.929, 0.746, 0.594)
C (1.183, -0.849, -0.887)
C (-0.136, -1.009, -0.987)
C (-1.126, -0.072, -0.354)
C (-0.472, 0.499, 0.911)
H (-2.058, -0.593, -0.104)
H (-0.447, -1.848, -1.597)
H (-0.993, 1.390, 1.284)
H (-0.505, -0.263, 1.695)
H (1.116, 1.645, 0.166)
H (1.574, 0.593, 1.358)
H (-1.407, 0.748, -1.034)

Calculated atomic charges, method Löwdin, unit e: atom 1 (O): 0.0952, atom 2 (N): 0.0133, atom 3 (C): -0.2773, atom 4 (C): -0.1163, atom 5 (C): -0.2149, atom 6 (C): -0.2510, atom 7 (H): 0.1061, atom 8 (H): 0.1021, atom 9 (H): 0.1082, atom 10 (H): 0.1187, atom 11 (H): 0.1084, atom 12 (H): 0.1040, atom 13 (H): 0.1034

=====

In order of decreasing stability: version 2, version 1.

=====

Version 1
The following is a DFT calculation (ωB97M-V/def2-TZVPD) of 2 unconnected molecules or ions with the total composition C4H7NO.

Results
- Net charge: 0
- Structure (SMILES): C1=NC1.CC=O

Cartesian coordinates (Å):
O (-0.046, 1.874, 0.018)
N (0.856, -1.164, -0.565)
C (0.160, 1.146, 0.963)
C (-0.918, 0.436, 1.736)
C (0.893, -0.443, -1.911)
C (-0.034, -1.431, -1.404)
H (-0.950, 0.834, 2.760)
H (-1.886, 0.590, 1.252)
H (1.194, 0.974, 1.326)
H (1.687, -0.735, -2.598)
H (-0.914, -2.065, -1.494)
H (0.640, 0.619, -1.885)
H (-0.683, -0.634, 1.802)

Calculated atomic charges, method Löwdin, unit e: atom 1 (O): 0.0116, atom 2 (N): 0.0979, atom 3 (C): -0.3509, atom 4 (C): -0.0656, atom 5 (C): -0.1441, atom 6 (C): -0.1523, atom 7 (H): 0.0800, atom 8 (H): 0.0806, atom 9 (H): 0.1169, atom 10 (H): 0.0787, atom 11 (H): 0.1102, atom 12 (H): 0.0651, atom 13 (H): 0.0718

=====

Version 2
The following is a DFT calculation (ωB97M-V/def2-TZVPD) of C4H7NO in the gas phase.

Results
- Net charge: 0
- Structure (SMILES): CCCN=C=O

Cartesian coordinates (Å):
O (2.903, -1.881, 0.108)
N (1.568, 0.053, -0.244)
C (2.200, -0.960, -0.104)
C (-1.058, 0.264, 1.147)
C (0.382, 0.514, -0.929)
C (-0.898, -0.073, -0.333)
H (-0.891, -1.160, -0.480)
H (-1.872, -0.308, 1.602)
H (0.364, 1.606, -0.845)
H (-0.138, 0.034, 1.693)
H (0.462, 0.267, -1.993)
H (-1.273, 1.329, 1.288)
H (-1.748, 0.317, -0.909)

Calculated atomic charges, method Löwdin, unit e: atom 1 (O): 0.1352, atom 2 (N): 0.1091, atom 3 (C): -0.3185, atom 4 (C): -0.1127, atom 5 (C): -0.2191, atom 6 (C): -0.2531, atom 7 (H): 0.1083, atom 8 (H): 0.0707, atom 9 (H): 0.1142, atom 10 (H): 0.0669, atom 11 (H): 0.1173, atom 12 (H): 0.0746, atom 13 (H): 0.1071

=====

Version 3
The following is a DFT calculation (ωB97M-V/def2-TZVPD) of C4H7NO in the gas phase.

Results
- Net charge: 0
- Structure (SMILES): C=C1C[C@@H]1ON

Cartesian coordinates (Å):
O (0.526, -1.446, 0.170)
N (1.909, -1.788, 0.069)
C (0.275, 0.040, 0.484)
C (-1.003, 0.602, 0.093)
C (0.105, 1.015, -0.714)
C (-2.319, 0.554, 0.145)
H (-0.006, 0.418, -1.640)
H (2.333, -1.861, 0.956)
H (2.418, -1.161, -0.520)
H (0.577, 2.112, -0.751)
H (-2.727, 0.095, 0.928)
H (-2.832, 1.083, -0.642)
H (0.744, 0.336, 1.423)

Calculated atomic charges, method Löwdin, unit e: atom 1 (O): -0.1761, atom 2 (N): 0.0111, atom 3 (C): -0.1863, atom 4 (C): -0.3098, atom 5 (C): -0.0628, atom 6 (C): 0.0985, atom 7 (H): 0.1225, atom 8 (H): 0.0520, atom 9 (H): 0.0662, atom 10 (H): 0.1536, atom 11 (H): 0.0205, atom 12 (H): 0.0736, atom 13 (H): 0.1370

=====

Version 4
The following is a DFT calculation (ωB97M-V/def2-TZVPD) of 2 unconnected molecules or ions with the total composition C4H7NO.

Results
- Net charge: 0

Cartesian coordinates (Å):
O (-1.807, -0.084, -0.125)
N (1.518, -2.054, 0.013)
C (-0.711, -0.008, 0.551)
C (2.172, -2.501, 0.977)
C (-0.887, 0.890, -0.606)
C (-1.280, 2.395, -0.601)
H (-0.241, 2.837, -0.458)
H (1.695, -2.416, 1.917)
H (-1.992, 2.465, 0.101)
H (3.020, -3.009, 0.892)
H (-1.712, 2.536, -1.514)
H (0.647, -1.459, 0.232)
H (-0.421, 0.407, -1.379)

Calculated atomic charges, method Löwdin, unit e: atom 1 (O): 0.0276, atom 2 (N): 0.0143, atom 3 (C): 0.0584, atom 4 (C): -0.1304, atom 5 (C): -0.3224, atom 6 (C): 0.0053, atom 7 (H): 0.1215, atom 8 (H): 0.0520, atom 9 (H): 0.0355, atom 10 (H): 0.0115, atom 11 (H): 0.0423, atom 12 (H): -0.0089, atom 13 (H): 0.0932

=====

In order of decreasing stability: version 2, version 1, version 3, version 4.

=====

Version 1
The following is a DFT calculation (ωB97M-V/def2-TZVPD) of 2 unconnected molecules or ions with the total composition C4H7NO.

Results
- Net charge: 0
- Structure (SMILES): C=CCC#N.O

Cartesian coordinates (Å):
O (-1.102, 1.425, 2.313)
N (1.689, -0.868, -3.080)
C (-0.111, -0.693, -0.171)
C (0.890, -0.411, -2.380)
C (-0.095, 0.137, -1.438)
C (0.650, -0.413, 0.882)
H (-0.748, -1.575, -0.172)
H (-1.077, 0.758, 3.009)
H (-1.075, 0.152, -1.926)
H (0.175, 1.176, -1.216)
H (1.296, 0.463, 0.908)
H (-1.146, 0.896, 1.506)
H (0.652, -1.046, 1.765)

Calculated atomic charges, method Löwdin, unit e: atom 1 (O): -0.0679, atom 2 (N): 0.1412, atom 3 (C): -0.1905, atom 4 (C): -0.2268, atom 5 (C): -0.1856, atom 6 (C): -0.0076, atom 7 (H): 0.1081, atom 8 (H): 0.0375, atom 9 (H): 0.1182, atom 10 (H): 0.1226, atom 11 (H): 0.0828, atom 12 (H): -0.0043, atom 13 (H): 0.0722

=====

Version 2
The following is a DFT calculation (ωB97M-V/def2-TZVPD) of C4H7NO in the gas phase.

Results
- Net charge: 0

Cartesian coordinates (Å):
O (2.222, 0.224, 0.280)
N (0.329, 0.573, 1.540)
C (-0.949, 0.227, 1.354)
C (0.048, -0.752, -1.682)
C (-0.086, 0.187, -0.547)
C (1.031, 0.334, 0.392)
H (0.649, -0.318, -2.480)
H (-0.915, -1.018, -2.125)
H (-1.711, 0.917, 1.711)
H (0.709, 1.027, 2.344)
H (0.552, -1.656, -1.355)
H (-0.651, 1.071, -0.780)
H (-1.230, -0.814, 1.346)

Calculated atomic charges, method Löwdin, unit e: atom 1 (O): 0.0752, atom 2 (N): 0.0021, atom 3 (C): -0.0272, atom 4 (C): -0.0811, atom 5 (C): -0.1013, atom 6 (C): -0.5382, atom 7 (H): 0.0879, atom 8 (H): 0.0790, atom 9 (H): 0.0899, atom 10 (H): 0.1478, atom 11 (H): 0.0803, atom 12 (H): 0.1086, atom 13 (H): 0.0771

=====

Version 3
The following is a DFT calculation (ωB97M-V/def2-TZVPD) of C4H7NO in the gas phase.

Results
- Net charge: 0

Cartesian coordinates (Å):
O (1.027, 2.429, 1.872)
N (-0.003, -0.280, -0.199)
C (-0.451, -0.485, -1.588)
C (0.522, 0.933, 0.120)
C (0.770, 1.299, 1.481)
C (-0.417, -1.224, 0.620)
H (0.249, -0.056, -2.300)
H (-0.596, -1.551, -1.777)
H (-0.546, -1.009, 1.665)
H (0.723, 0.460, 2.211)
H (-1.420, 0.014, -1.657)
H (0.741, 1.625, -0.683)
H (-0.618, -2.202, 0.212)

Calculated atomic charges, method Löwdin, unit e: atom 1 (O): -0.0119, atom 2 (N): -0.2423, atom 3 (C): -0.0180, atom 4 (C): -0.0854, atom 5 (C): -0.3161, atom 6 (C): 0.0227, atom 7 (H): 0.0936, atom 8 (H): 0.0899, atom 9 (H): 0.0683, atom 10 (H): 0.1060, atom 11 (H): 0.1081, atom 12 (H): 0.1146, atom 13 (H): 0.0704

=====

In order of decreasing stability: version 1, version 2, version 3.

=====

Version 1
The following is a DFT calculation (ωB97M-V/def2-TZVPD) of 2 unconnected molecules or ions with the total composition C4H7NO.

Results
- Net charge: 0
- Structure (SMILES): O[C@H]1C[C@]12C=N2.[H][H]

Cartesian coordinates (Å):
O (1.851, 0.863, 0.349)
N (-0.804, -0.066, 1.308)
C (-1.560, -0.456, 0.383)
C (0.755, -1.253, -0.417)
C (-0.263, -0.239, -0.124)
C (1.062, 0.226, -0.598)
H (0.530, -1.839, -1.306)
H (-1.374, 2.150, -0.297)
H (-1.560, 2.086, 0.418)
H (-2.446, -1.054, 0.240)
H (1.368, 0.825, 1.189)
H (1.287, 0.582, -1.600)
H (1.126, -1.780, 0.456)

Calculated atomic charges, method Löwdin, unit e: atom 1 (O): -0.0063, atom 2 (N): 0.1728, atom 3 (C): -0.1055, atom 4 (C): -0.0496, atom 5 (C): -0.4029, atom 6 (C): -0.2925, atom 7 (H): 0.1091, atom 8 (H): 0.0580, atom 9 (H): 0.0497, atom 10 (H): 0.1187, atom 11 (H): 0.0891, atom 12 (H): 0.1414, atom 13 (H): 0.1180

=====

Version 2
The following is a DFT calculation (ωB97M-V/def2-TZVPD) of C4H7NO in the gas phase.

Results
- Net charge: 0
- Structure (SMILES): [H]/N=C/CCC=O

Cartesian coordinates (Å):
O (1.124, -2.122, -0.148)
N (1.369, 0.760, 0.320)
C (-0.703, -0.603, -0.697)
C (0.266, 1.114, 0.829)
C (-0.967, 0.330, 0.492)
C (0.723, -1.176, -0.788)
H (2.177, 1.262, 0.672)
H (-1.241, -0.241, 1.390)
H (0.180, 1.943, 1.536)
H (-1.368, -1.466, -0.645)
H (1.309, -0.744, -1.615)
H (-1.813, 1.001, 0.289)
H (-0.925, -0.061, -1.625)

Calculated atomic charges, method Löwdin, unit e: atom 1 (O): 0.0139, atom 2 (N): 0.1112, atom 3 (C): -0.1539, atom 4 (C): -0.1998, atom 5 (C): -0.1778, atom 6 (C): -0.3446, atom 7 (H): 0.0789, atom 8 (H): 0.1207, atom 9 (H): 0.1128, atom 10 (H): 0.1127, atom 11 (H): 0.1039, atom 12 (H): 0.1121, atom 13 (H): 0.1099

=====

Version 3
The following is a DFT calculation (ωB97M-V/def2-TZVPD) of C4H7NO in the gas phase.

Results
- Net charge: 0

Cartesian coordinates (Å):
O (-2.126, 0.225, 1.855)
N (-0.487, 0.312, 0.294)
C (0.577, 0.360, -0.672)
C (1.514, -0.817, -0.764)
C (-0.824, 0.242, 1.515)
C (-0.875, 0.222, -1.065)
H (2.017, -0.782, -1.736)
H (-0.120, 0.163, 2.332)
H (1.077, 1.334, -0.661)
H (-1.363, 1.135, -1.421)
H (0.942, -1.748, -0.711)
H (2.283, -0.811, 0.018)
H (-2.615, 0.164, 1.015)

Calculated atomic charges, method Löwdin, unit e: atom 1 (O): 0.0641, atom 2 (N): -0.1067, atom 3 (C): -0.3333, atom 4 (C): -0.0727, atom 5 (C): -0.1674, atom 6 (C): -0.0543, atom 7 (H): 0.0757, atom 8 (H): 0.1458, atom 9 (H): 0.1329, atom 10 (H): 0.0507, atom 11 (H): 0.0789, atom 12 (H): 0.0703, atom 13 (H): 0.1160

=====

In order of decreasing stability: version 2, version 3, version 1.

=====

Version 1
The following is a DFT calculation (ωB97M-V/def2-TZVPD) of C4H7NO in the gas phase.

Results
- Net charge: 0
- Structure (SMILES): C[C@H]1CN1C=O

Cartesian coordinates (Å):
O (-2.137, -0.732, 0.848)
N (-0.813, 0.786, -0.283)
C (1.366, -0.302, 0.572)
C (-0.485, -0.188, -1.300)
C (0.599, 0.439, -0.498)
C (-1.506, 0.300, 0.828)
H (1.749, 0.413, 1.308)
H (1.174, 1.219, -1.001)
H (-0.647, 0.153, -2.319)
H (2.221, -0.837, 0.143)
H (0.732, -1.027, 1.094)
H (-1.464, 0.984, 1.691)
H (-0.789, -1.208, -1.083)

Calculated atomic charges, method Löwdin, unit e: atom 1 (O): 0.0478, atom 2 (N): -0.0236, atom 3 (C): -0.0522, atom 4 (C): -0.0915, atom 5 (C): -0.2854, atom 6 (C): -0.3276, atom 7 (H): 0.0802, atom 8 (H): 0.1328, atom 9 (H): 0.1104, atom 10 (H): 0.0819, atom 11 (H): 0.0802, atom 12 (H): 0.1339, atom 13 (H): 0.1131

=====

Version 2
The following is a DFT calculation (ωB97M-V/def2-TZVPD) of a molecular structure, C4H7NO.

Results
- Net charge: 0

Cartesian coordinates (Å):
O (-0.895, -1.652, -0.603)
N (-1.417, 0.586, -0.137)
C (0.890, 1.285, 0.592)
C (-0.050, -1.266, 0.477)
C (-1.093, -0.338, -1.089)
C (-0.110, 0.256, 0.158)
H (0.892, 2.130, -0.098)
H (0.545, 1.658, 1.564)
H (-0.468, -1.500, 1.460)
H (1.897, 0.876, 0.697)
H (0.276, -0.080, -1.236)
H (0.938, -1.719, 0.345)
H (-1.403, -0.237, -2.130)

Calculated atomic charges, method Löwdin, unit e: atom 1 (O): -0.0690, atom 2 (N): 0.0586, atom 3 (C): -0.0132, atom 4 (C): -0.1228, atom 5 (C): -0.3060, atom 6 (C): -0.4381, atom 7 (H): 0.0906, atom 8 (H): 0.0979, atom 9 (H): 0.1295, atom 10 (H): 0.0816, atom 11 (H): 0.2059, atom 12 (H): 0.1271, atom 13 (H): 0.1580

=====

In order of decreasing stability: version 1, version 2.